Molecular formula: C5H15NOS
Method: DFT, ωB97M-V/def2-TZVPD

Atoms and positions in Å:
C 0.5365 1.4901 -1.0226
C 1.7393 0.6142 -0.8441
S 2.4485 0.6260 0.8502
C -0.5414 1.2225 -0.0059
N -1.0570 -0.1002 -0.1944
C -0.7184 -0.8473 0.9803
C -2.4710 -0.1694 -0.5925
H 0.0656 1.3099 -1.9933
H 0.8579 2.5084 -0.9367
H 1.5104 -0.4347 -1.2031
H 2.5466 0.8183 -1.5660
H 1.2089 -0.0690 1.6089
H -1.3233 2.0244 -0.0801
H -0.0241 1.2504 0.9869
H -0.5407 -1.8642 0.6651
H 0.2501 -0.3241 1.3271
H -1.3828 -0.6729 1.8625
H -2.6455 -0.2859 -1.6639
H -2.8812 -1.0935 -0.2013
H -3.0758 0.7439 -0.3126
H 1.5903 -1.5461 1.0726
H 2.3831 -2.6891 0.4302
O 1.5239 -2.5116 0.8329

Summary:
Relative energy (zero: lowest compared OMol25 entry of this formula, charge and spin): 305.9 kJ/mol
LUMO: 0.023 Eh
SMILES: CN(C)CCCS.O
Orbital gap: 9.20 eV

Molecular formula: C4H31N2O11
Method: DFT, ωB97M-V/def2-TZVPD

Atoms and positions in Å:
C 3.2987 -1.4924 0.8570
C 2.0364 -0.6768 0.5679
C 0.7628 -1.4480 0.9019
C -0.3275 -0.7839 0.1575
N -0.6194 0.4740 0.0485
O -1.3251 -1.5231 -0.3328
N 4.4360 -0.5393 0.7156
H 3.3711 -2.1283 -0.0444
H 3.5024 -2.2233 1.6417
H 1.9826 -0.4404 -0.4923
H 2.2583 0.2676 1.0823
H 0.5369 -1.4941 1.9720
H 0.8899 -2.4937 0.6678
H -1.3384 0.8662 -0.5723
H 0.0086 1.1236 0.5111
H -0.9712 -2.3078 -0.7667
H 4.9830 -0.5255 1.5577
H 4.9058 -0.5898 -0.1677
H -2.8565 -3.2846 -0.5322
H -3.1041 -3.0076 0.9386
O -2.6362 -3.6097 0.3384
H 2.1574 1.7465 -0.2082
H 2.7788 2.5302 -1.3233
O 1.9466 2.1137 -1.0790
H -3.3222 1.4070 0.3852
H -4.3464 2.0054 1.3563
O -3.8964 1.1865 1.1217
H -1.4710 3.1338 0.0517
H -1.8933 3.1345 1.6662
O -1.3287 2.7952 0.9717
H 2.5209 3.2348 1.2919
H 1.5307 3.0509 2.4333
O 2.0451 2.5570 1.7850
H -4.1887 -0.5117 2.2217
H -2.7817 -0.5464 1.8382
O -3.5161 -1.1520 1.9797
H 4.4750 -1.5068 -2.9071
H 3.4760 -0.3631 -2.7372
O 3.7600 -1.1973 -2.3490
H 1.6900 -2.6946 -2.2042
H 0.8079 -3.5570 -1.2730
O 0.9697 -2.6519 -1.5613
H -1.8684 3.0181 -2.1450
H -1.4999 4.4237 -1.6103
O -1.9596 3.6062 -1.3852
H -3.4356 0.6128 -1.6059
H -2.4594 0.2434 -2.6687
O -2.5081 0.7558 -1.8503

Summary:
Relative energy (zero: lowest compared OMol25 entry of this formula, charge and spin): 241.5 kJ/mol
LUMO: -0.096 Eh
Orbital gap: 8.82 eV
Net charge: +1

Molecular formula: C37H29ClN4O6Y
Method: DFT, ωB97M-V/def2-TZVPD

Atoms and positions in Å:
Y -0.1395 -0.3382 0.1489
O 2.3805 -7.7562 1.7246
C 1.4737 -6.8974 2.2301
O 1.0712 -7.0408 3.3489
C 1.0236 -5.7662 1.3532
C 1.7383 -5.3041 0.2526
C 1.2929 -4.2111 -0.4734
C 0.1159 -3.5592 -0.1068
C -0.6118 -4.0403 0.9818
C -0.1567 -5.1248 1.7088
N -0.3168 -2.3926 -0.7762
C -0.3605 -2.4167 -2.1260
C -0.4930 -1.2219 -2.8510
C -0.6376 -1.1979 -4.2575
C -0.6945 -0.0020 -4.9102
C -0.5901 1.2007 -4.1736
C -0.4552 1.1218 -2.8178
N -0.4300 -0.0458 -2.1341
H 2.5521 -7.5764 0.7922
H 2.6822 -5.7571 -0.0328
H 1.8764 -3.8275 -1.3008
H -1.5518 -3.5621 1.2340
H -0.7096 -5.5017 2.5603
H -0.2804 -3.3546 -2.6670
H -0.6991 -2.1358 -4.7959
H -0.8072 0.0282 -5.9866
H -0.6041 2.1644 -4.6636
H -0.3487 2.0190 -2.2178
N -1.8374 1.3436 0.9164
C -1.6381 1.5719 2.3345
C -1.9262 2.7649 2.9283
C -1.7934 2.9409 4.3220
C -1.3991 1.9004 5.1071
C -1.0462 0.6642 4.5182
C -0.5760 -0.4308 5.2793
C -0.1411 -1.5579 4.6505
C -0.1549 -1.5897 3.2493
N -0.6303 -0.6150 2.4995
C -1.1117 0.5125 3.1195
H -2.7795 0.9851 0.7558
H -1.8091 2.2331 0.4260
H -2.2938 3.5851 2.3207
H -2.0319 3.8998 4.7612
H -1.3268 2.0100 6.1825
H -0.5528 -0.3507 6.3597
H 0.2374 -2.4097 5.1981
H 0.2571 -2.4462 2.7304
O 2.0494 -0.4637 0.3489
C 2.1482 0.7557 -0.0326
O 1.0830 1.4701 -0.0642
C 3.4429 1.2947 -0.4554
C 3.4860 2.4740 -1.1867
C 4.6994 2.9971 -1.6359
C 5.8311 2.2944 -1.3023
O 7.1131 2.6001 -1.6042
C 7.9284 1.5551 -1.0490
O 7.0498 0.6413 -0.3843
C 5.7870 1.1178 -0.5680
C 4.6121 0.5820 -0.1333
H 2.5600 2.9857 -1.4103
H 4.7546 3.9072 -2.2169
H 8.6249 1.9834 -0.3323
H 8.4524 1.0411 -1.8511
H 4.5708 -0.3405 0.4299
Cl -6.0732 6.1926 -2.3529
C -5.4817 4.6028 -2.0447
C -6.3575 3.6154 -1.5955
C -5.8863 2.3460 -1.3540
C -4.5219 2.0134 -1.5579
C -4.0465 0.7181 -1.3163
C -3.6644 3.0469 -2.0159
C -4.1338 4.3183 -2.2537
H -7.4015 3.8573 -1.4452
H -6.5658 1.5762 -1.0059
H -3.0157 0.4549 -1.5120
H -4.7175 -0.0674 -0.9881
H -2.6204 2.8162 -2.2038
H -3.4734 5.0986 -2.6097

Summary:
Relative energy (zero: lowest compared OMol25 entry of this formula, charge and spin): 153.8 kJ/mol
LUMO (spin up / spin down): -0.122 / -0.125 Eh
Orbital gap (spin up / spin down): 6.55 / 5.49 eV
Net charge: +1

Molecular formula: C3H3F2N2O2
Method: DFT, ωB97M-V/def2-TZVPD

Atoms and positions in Å:
C -0.9307 0.4175 0.5076
H 0.7067 0.1596 -2.3011
F -1.5608 0.3773 -0.7688
C 0.5323 0.4925 0.4013
H -1.2599 1.3820 0.9581
H 1.0409 1.4094 0.1104
C -1.5598 -0.6610 1.3037
N -2.2056 -1.4521 1.8446
N 1.3467 -0.6529 0.3903
O 2.5679 -0.4916 0.4211
O 0.8295 -1.7598 0.2489
F 0.4928 0.7791 -3.1160

Summary:
Relative energy (zero: lowest compared OMol25 entry of this formula, charge and spin): 0.0 kJ/mol
LUMO: 0.147 Eh
Orbital gap: 8.21 eV
Net charge: -1

Molecular formula: C26H54N3O4PSSi2
Method: DFT, ωB97M-V/def2-TZVPD

Atoms and positions in Å:
C -1.1223 3.9302 2.9312
C -1.7853 4.2344 1.7960
Si -2.1677 3.0791 0.3977
C -3.9203 3.3601 -0.2371
C -4.9866 2.4061 0.2696
C -4.9204 1.7511 1.4921
C -5.9108 0.8755 1.9136
C -7.0175 0.6210 1.1127
C -8.0761 -0.3610 1.5476
C -7.1009 1.3029 -0.0972
C -6.1175 2.1754 -0.5164
O -1.9665 1.4720 0.7800
Si -0.5041 0.6940 0.6214
C 0.8788 1.5258 1.5084
C 1.0918 1.3027 2.8200
C -0.0754 0.2763 -1.1271
C 1.1360 0.5454 -1.6703
P -0.8056 -1.3275 1.5952
S 0.7297 -2.5280 1.3806
H -0.2880 4.5481 3.2592
H -1.3845 3.0500 3.5116
H -2.1153 5.2687 1.6584
H -1.2415 3.4460 -0.7001
H -3.9057 3.2928 -1.3288
H -4.2338 4.3792 0.0122
H -4.0661 1.8927 2.1443
H -5.8032 0.3932 2.8787
H -9.0304 0.1122 1.7755
H -7.7291 -0.8835 2.4407
H -8.2066 -1.1323 0.7847
H -7.9737 1.1292 -0.7196
H -6.2154 2.6691 -1.4764
H 1.5689 2.2005 0.9960
H 1.0477 0.3070 3.2578
H 1.3318 2.1290 3.4858
H -0.8153 -0.2817 -1.7071
H 1.5048 1.5673 -1.6563
H 1.7405 -0.2626 -2.0762
H -1.1698 -1.0739 2.9321
H -1.9802 -1.8504 1.0206
C 5.8868 1.6695 0.7971
C 4.8366 1.6415 -0.3062
C 5.4302 1.7508 -1.7157
O 5.8400 3.0528 -2.0874
C 7.1279 3.4316 -1.6415
N 3.8348 2.6825 -0.0490
H 6.2760 2.6757 0.9652
H 5.4507 1.3347 1.7391
H 6.7195 1.0053 0.5632
H 4.3291 0.6726 -0.2481
H 4.6520 1.4780 -2.4350
H 6.2543 1.0378 -1.8494
H 7.8155 2.5805 -1.6341
H 7.0938 3.8793 -0.6455
H 7.5066 4.1817 -2.3356
H 3.0914 2.5942 -0.7360
H 4.2575 3.5820 -0.2641
C -8.3212 -3.4673 -4.3034
C -7.7715 -2.7581 -3.0700
C -7.5299 -3.6922 -1.8765
O -8.6986 -4.0743 -1.1780
C -9.4091 -5.1643 -1.7323
N -8.6610 -1.6453 -2.7292
H -9.3771 -3.7146 -4.1929
H -8.2306 -2.8220 -5.1766
H -7.7720 -4.3887 -4.5072
H -6.7989 -2.3366 -3.3415
H -6.9204 -3.1537 -1.1454
H -6.9575 -4.5796 -2.1781
H -8.7321 -5.8974 -2.1810
H -10.1352 -4.8340 -2.4794
H -9.9560 -5.6446 -0.9215
H -8.2477 -1.1098 -1.9700
H -9.5047 -2.0398 -2.3214
C 9.8159 -0.5019 1.6010
C 8.6188 -1.4094 1.8672
C 8.9723 -2.9021 1.8958
O 9.1798 -3.4838 0.6243
C 10.4737 -3.3114 0.0798
N 7.5712 -1.1046 0.8879
H 10.1175 -0.5240 0.5535
H 9.5637 0.5307 1.8428
H 10.6739 -0.7897 2.2113
H 8.2312 -1.1565 2.8588
H 8.1243 -3.4419 2.3253
H 9.8351 -3.0910 2.5483
H 11.2418 -3.3253 0.8590
H 10.5508 -2.3826 -0.4910
H 10.6542 -4.1411 -0.6029
H 6.7356 -1.6353 1.1205
H 7.8661 -1.4938 -0.0049

Summary:
LUMO: -0.002 Eh
Orbital gap: 8.13 eV

Molecular formula: C28H21CeN2O4S6
Method: DFT, ωB97M-V/def2-TZVPD

Atoms and positions in Å:
Ce 0.5355 1.1867 1.5865
S 1.7364 3.8302 0.4271
C 2.5040 3.3016 -1.0444
C 2.4524 4.1046 -2.2019
C 3.1211 3.7753 -3.3696
C 3.8893 2.6154 -3.4397
C 3.9414 1.7911 -2.3241
C 3.2353 2.1037 -1.1606
S 3.2712 0.9809 0.2270
C 2.9446 -0.5574 -0.7083
C 2.1397 -1.6354 -0.0315
C 2.5974 -2.9418 -0.1279
C 1.7944 -3.9765 0.3145
C 0.5733 -3.6717 0.8764
C 0.2042 -2.3366 1.0108
C -1.0223 -2.0015 1.8162
S -2.1523 -0.8212 1.0014
C -3.1509 -0.5148 2.4481
C -4.0116 -1.5416 2.8565
C -4.7625 -1.4432 4.0173
C -4.6403 -0.2820 4.7797
C -3.8131 0.7475 4.3679
C -3.0567 0.6987 3.1728
S -2.1832 2.1171 2.6534
N 0.9595 -1.3374 0.5292
H 1.8517 5.0064 -2.1486
H 3.0415 4.4256 -4.2359
H 4.4273 2.3522 -4.3438
H 4.5366 0.8806 -2.3605
H 3.8854 -0.9834 -1.0428
H 2.3586 -0.2333 -1.5646
H 3.5688 -3.1337 -0.5670
H 2.1215 -5.0071 0.2261
H -0.0866 -4.4449 1.2512
H -0.6977 -1.5174 2.7197
H -1.5614 -2.9090 2.0747
H -4.0784 -2.4332 2.2373
H -5.4234 -2.2479 4.3217
H -5.1972 -0.1835 5.7079
H -3.7265 1.6489 4.9629
S -2.5286 2.0723 -2.5982
C -2.3831 3.2406 -1.3711
C -1.4329 2.9062 -0.4678
C -0.7242 1.6595 -0.7028
C -1.2366 1.0977 -1.8552
C -0.9240 -0.1433 -2.5996
C -1.8636 -0.7428 -3.4774
C -1.5486 -1.8942 -4.1619
C -0.3034 -2.4871 -3.9701
C 0.5475 -1.8632 -3.0786
N 0.2621 -0.7403 -2.4177
H -3.0130 4.1268 -1.3801
H -1.2051 3.5774 0.3474
H -2.8490 -0.3100 -3.5790
H -2.2763 -2.3447 -4.8281
H -0.0086 -3.3938 -4.4819
H 1.5285 -2.2974 -2.8726
O 2.2167 -0.3428 2.6511
S 1.6018 0.3958 3.7828
O 2.1853 0.1356 5.0661
O 1.6878 1.8495 3.3821
O 0.1402 0.0865 3.6975

Summary:
Relative energy (zero: lowest compared OMol25 entry of this formula, charge and spin): 102.3 kJ/mol
LUMO (spin up / spin down): 0.154 / 0.154 Eh
Orbital gap (spin up / spin down): 5.98 / 6.00 eV
Net charge: -2
Spin multiplicity: 2
Expectation value of S²: 0.75

Molecular formula: C5H8O
Method: DFT, ωB97M-V/def2-TZVPD

Atoms and positions in Å:
C -0.6792 0.3254 -1.3849
C -0.6679 0.9056 0.0200
C -1.2328 0.2565 1.2648
O -0.2147 -0.7186 1.6753
C 0.4612 -1.0115 0.5369
C 0.3689 -0.0827 -0.4270
H -1.4178 -0.4248 -1.6612
H -0.4401 1.0247 -2.1845
H -0.3609 1.9486 0.0922
H -2.1676 -0.2999 1.1208
H -1.3558 0.9629 2.0871
H 0.9970 -1.9554 0.5580
H 3.7229 -0.5443 -0.8803
H 3.0132 -0.3307 -0.7986

Summary:
Relative energy (zero: lowest compared OMol25 entry of this formula, charge and spin): 424.2 kJ/mol
LUMO: 0.032 Eh
SMILES: C1=C2C[C@H]2CO1.[H][H]
Orbital gap: 9.10 eV

Molecular formula: C23H38Br2N4O3PtSi2
Method: DFT, ωB97M-V/def2-TZVPD

Atoms and positions in Å:
Pt 0.2379 -0.1006 0.2007
Br -1.1348 3.1172 -3.0350
C -2.1654 1.5171 -2.8545
C -3.0851 1.2473 -3.8577
C -3.8924 0.1352 -3.6877
C -3.7561 -0.6279 -2.5406
C -2.7790 -0.2746 -1.6236
N -1.9774 0.7801 -1.7871
C -2.6379 -1.0938 -0.3483
O -3.5461 -1.8587 -0.0711
O -1.5991 -0.9162 0.3910
H -3.1657 1.8897 -4.7218
H -4.6264 -0.1223 -4.4403
H -4.3761 -1.4875 -2.3333
Br 1.5144 2.9629 -0.8023
C 2.5336 1.8585 0.3077
C 3.6963 2.3789 0.8589
C 4.4936 1.5672 1.6393
C 4.0986 0.2541 1.8405
C 2.9219 -0.1830 1.2750
N 2.1232 0.5996 0.5168
H 3.9551 3.4068 0.6550
H 5.4045 1.9515 2.0781
H 4.6820 -0.4324 2.4368
H 2.5608 -1.1865 1.4370
C -1.1019 -4.1831 -0.7828
Si 0.3718 -3.3912 0.0644
C 0.0111 -3.1810 1.9012
C 1.7510 -4.6792 -0.0421
C 1.0143 -1.7942 -0.6902
Si 1.1501 -1.6485 -2.5630
C 1.7217 0.0568 -3.1087
C 2.4855 -2.8222 -3.1958
C -0.4277 -2.0556 -3.4952
H -1.5063 -4.9607 -0.1284
H -0.7877 -4.6661 -1.7112
H -1.9212 -3.5023 -1.0069
H 0.1961 -4.1145 2.4394
H -1.0312 -2.8924 2.0472
H 0.6340 -2.4020 2.3497
H 1.3827 -5.6439 0.3181
H 2.6086 -4.4042 0.5793
H 2.1130 -4.8226 -1.0605
H 2.0866 -1.8542 -0.4326
H 2.4053 0.5007 -2.3860
H 0.8855 0.7480 -3.2320
H 2.2461 -0.0144 -4.0660
H 3.4559 -2.5817 -2.7521
H 2.5828 -2.7130 -4.2795
H 2.2741 -3.8715 -2.9878
H -1.2926 -1.5372 -3.0825
H -0.6433 -3.1251 -3.4798
H -0.3249 -1.7500 -4.5405
C -0.2847 2.2508 4.5680
N -0.7382 1.5022 3.4088
C -0.4767 0.0746 3.4599
C -1.0194 2.1194 2.2245
O -0.7373 1.6605 1.1075
N -1.6418 3.3343 2.3040
C -1.7606 4.1389 1.0995
C -2.6101 3.6434 3.3408
H 0.6962 1.8748 4.8710
H -0.9641 2.1410 5.4174
H -0.1877 3.3064 4.3283
H -0.8881 -0.3194 4.3919
H 0.5979 -0.1375 3.4404
H -0.9603 -0.4319 2.6308
H -1.1125 3.7407 0.3264
H -1.4873 5.1732 1.3179
H -2.7884 4.1212 0.7259
H -2.6792 2.8322 4.0581
H -3.5950 3.7766 2.8856
H -2.3507 4.5647 3.8684

Summary:
Relative energy (zero: lowest compared OMol25 entry of this formula, charge and spin): 4.0 kJ/mol
LUMO: -0.005 Eh
Orbital gap: 7.89 eV

Molecular formula: C22H28FeN3O3
Method: DFT, ωB97M-V/def2-TZVPD

Atoms and positions in Å:
O 4.3426 0.6630 0.4695
C 3.9031 1.7307 0.6735
Fe 3.1120 3.2801 1.0967
C 4.4749 4.3070 1.5673
O 5.5534 4.6217 1.8884
C 2.8521 2.2465 2.5205
O 2.6916 1.3962 3.3129
C 0.1848 0.5106 -0.0143
C -0.8244 1.5436 0.5257
C -0.2040 2.6706 1.3773
C 1.0412 3.4413 0.9110
C 1.4843 3.5020 -0.4434
C 1.2382 2.4327 -1.3960
C 1.0050 1.1274 -1.1121
H 0.8617 0.3586 0.8397
H -1.3810 1.9684 -0.3286
H -1.5604 1.0135 1.1550
H -1.0202 3.4195 1.5077
H -0.0005 2.2726 2.3853
H 1.1728 4.3732 1.5155
H 1.7963 4.4792 -0.8833
H 1.4284 2.6832 -2.4498
H 1.5348 0.3713 -1.7056
C -2.9762 -0.5332 -0.6183
N -2.1370 -0.6183 -1.8060
C -2.6934 -0.0377 -3.0315
C -0.8459 -0.9868 -1.6673
N -0.2843 -0.8086 -0.3932
C 0.4360 -1.9192 0.2988
C -0.1693 -2.1319 1.6762
C -1.1171 -3.1430 1.8759
C -1.7529 -3.2782 3.1198
C -1.4587 -2.3848 4.1603
C -0.5292 -1.3626 3.9493
C 0.1684 -1.2858 2.7386
N -0.2203 -1.5917 -2.6761
C -0.9839 -2.0807 -3.8334
C 1.1885 -2.0359 -2.6556
H -2.5419 -1.1436 0.1791
H -3.0460 0.5028 -0.2697
H -3.9760 -0.9007 -0.8659
H -1.9225 0.4165 -3.6701
H -3.2717 -0.7721 -3.6155
H -3.3704 0.7734 -2.7386
H 0.3600 -2.8170 -0.3275
H 1.5002 -1.6349 0.3899
H -1.3683 -3.7986 1.0315
H -2.4900 -4.0776 3.2729
H -1.9517 -2.4961 5.1350
H -0.3304 -0.6245 4.7319
H 0.9724 -0.5543 2.6111
H -1.9446 -2.5023 -3.5044
H -1.1527 -1.2739 -4.5640
H -0.3868 -2.8612 -4.3074
H 1.8337 -1.3036 -2.1650
H 1.2912 -3.0200 -2.1645
H 1.4842 -2.1272 -3.7091

Summary:
Relative energy (zero: lowest compared OMol25 entry of this formula, charge and spin): 0.0 kJ/mol
LUMO (spin up / spin down): 0.104 / 0.100 Eh
Orbital gap (spin up / spin down): 3.91 / 6.39 eV
Net charge: -1
Spin multiplicity: 5
Expectation value of S²: 6.10